# C21H31ClN2O5SYb

A molecular structure, C21H31ClN2O5SYb (ωB97M-V/def2-TZVPD, OMol25).

- Multiplicity: 2
- Energy above the lowest of the compared OMol25 structures with the same formula, charge and spin: 3.463 eV
- DFT total energy: -3321.588284 Ha
- HOMO energy (spin up / spin down): -0.911 / -3.119 eV
- <S²>: 0.760
- Gap between HOMO and LUMO (spin up / spin down): 3.601 / 5.683 eV
- Total charge: -1

Each line ends with the Löwdin charge.
CARTESIAN COORDINATES (ANGSTROEM)
1 Yb -0.0462 -0.1061 -0.1552  1.1014
2 Cl -1.7514 0.1680 1.7509  0.0325
3 N 0.1380 2.0646 -0.1216  -0.0092
4 N 0.0072 -2.2698 0.1777  0.0059
5 C -0.8454 2.7829 -0.5486  -0.3590
6 C -0.8260 -3.0483 -0.4355  -0.3436
7 C 1.1206 2.8137 0.6269  -0.5504
8 C 0.3580 4.1151 0.7893  -0.0390
9 C 2.3425 2.9110 -0.2715  -0.0203
10 C 1.4878 2.1682 1.9393  -0.0927
11 H 2.0331 2.9514 -1.3273  0.0814
12 H 3.0045 2.0463 -0.1369  0.0866
13 H 2.8697 3.8326 -0.0139  0.0808
14 H 0.6507 2.2725 2.6354  0.0466
15 H 2.3830 2.6257 2.3832  0.1035
16 H 1.7046 1.0869 1.8001  0.0443
17 C 0.8299 -2.9564 1.1596  -0.5514
18 C 0.6358 -4.3685 0.6553  -0.0481
19 C 0.2450 -2.7889 2.5416  -0.0650
20 C 2.2781 -2.4621 1.0871  -0.0219
21 H 2.6333 -2.4815 0.0472  0.0789
22 H 2.8851 -3.1340 1.7065  0.0899
23 H 2.3568 -1.4386 1.4826  0.0694
24 H -0.8224 -3.0362 2.5753  0.1007
25 H 0.3140 -1.7316 2.8121  -0.0174
26 H 0.8341 -3.3606 3.2660  0.0948
27 O -0.5879 -4.3280 -0.2010  0.0220
28 H 0.4478 -5.0874 1.4418  0.1226
29 H 1.4490 -4.6681 -0.0058  0.1219
30 O -0.7230 4.0592 -0.2155  0.0263
31 H 0.9683 4.9850 0.5761  0.1215
32 H -0.1404 4.1811 1.7584  0.1307
33 C -2.0014 2.3306 -1.3870  -0.0473
34 C -1.9244 -2.6562 -1.3773  -0.0470
35 C -1.6342 -1.3794 -2.1294  -0.2719
36 H -2.8138 -2.5250 -0.7438  0.1355
37 H -2.0598 -3.5161 -2.0385  0.1147
38 C -2.0661 -0.1666 -1.5716  -0.2172
39 C -1.6846 1.0590 -2.1397  -0.2675
40 H -2.6357 -0.1711 -0.6358  0.0384
41 C -1.0125 1.0706 -3.3637  -0.2690
42 C -0.6798 -0.1476 -3.9560  -0.0751
43 C -0.5692 2.3591 -3.9970  -0.0549
44 C -0.9588 -1.3726 -3.3520  -0.2659
45 H -0.1404 -0.1424 -4.9031  0.0816
46 C -0.4498 -2.6470 -3.9655  -0.0551
47 H -0.0320 -2.4424 -4.9593  0.0682
48 H -1.2382 -3.4060 -4.0736  0.0756
49 H 0.3551 -3.0784 -3.3481  0.0818
50 H -1.3871 3.0905 -4.0695  0.0745
51 H -0.1858 2.1680 -5.0077  0.0690
52 H 0.2464 2.8200 -3.4153  0.0731
53 H -2.2393 3.1716 -2.0493  0.1197
54 H -2.8317 2.1579 -0.6864  0.1285
55 C -0.8244 1.2891 4.5003  -0.1735
56 S 0.6275 0.2057 3.9095  0.6113
57 O 1.8938 0.9504 4.0821  -0.3952
58 O 0.4748 -1.0258 4.6787  -0.3674
59 O 0.7842 -0.2306 2.2589  -0.7128
60 H -0.4255 1.7700 5.3974  0.0485
61 H -1.6465 0.6243 4.7733  0.0411
62 H -1.1750 2.0424 3.7901  0.0147

Force components x, y, z for each atom (eV/Å):
Yb -0.007 -0.305 0.557
Cl -2.246 0.312 0.029
N -1.129 0.612 -0.901
N -1.177 -0.523 -0.823
C 2.053 -0.783 0.534
C 2.106 0.882 0.968
C -0.198 0.454 -0.323
C -0.466 0.514 -0.473
C 0.183 0.431 -0.398
C 0.609 0.902 -0.632
H 0.199 0.117 0.265
H -0.122 0.204 0.018
H 0.346 -0.146 -0.114
H 0.325 0.014 -0.326
H -0.295 0.217 -0.146
H 0.010 1.378 0.083
C -0.424 -0.485 -0.359
C -0.373 -0.664 -0.821
C -0.210 0.028 0.343
C -0.112 -0.233 -0.007
H 0.030 -0.143 0.178
H 0.141 0.218 -0.148
H -0.075 -0.440 -0.005
H 0.173 -0.377 -0.055
H -0.169 -1.454 -0.441
H -0.199 -0.160 -0.011
O 0.200 -1.410 0.666
H 0.039 -0.218 -0.002
H 0.020 -0.279 -0.045
O -0.203 1.442 0.619
H -0.139 0.318 0.061
H 0.152 0.079 -0.018
C 0.336 0.190 0.096
C 0.332 -0.203 0.173
C 0.531 -1.272 -1.234
H -0.056 -0.073 -0.221
H -0.231 0.113 0.038
C -1.410 0.382 1.351
C 0.317 0.817 -1.382
H 0.022 0.004 -0.412
C -0.656 1.078 1.660
C 0.742 -0.469 -1.476
C 0.181 0.097 -0.077
C -0.378 -0.563 1.342
H -0.097 -0.006 0.108
C 0.191 -0.112 -0.148
H -0.098 -0.094 0.189
H 0.194 0.158 0.033
H -0.214 0.006 -0.174
H 0.211 -0.125 -0.004
H -0.103 0.098 0.196
H -0.176 0.004 -0.167
H -0.168 -0.174 0.113
H 0.015 0.087 -0.192
C 0.690 -0.458 -0.390
S 2.590 -1.229 -3.659
O -1.769 -0.581 1.469
O -0.235 1.348 0.123
O -0.607 1.032 4.860
H 0.192 -0.145 -0.127
H 0.302 -0.039 -0.298
H 0.307 -0.378 -0.062

=====

# C21H31ClN6O5S2V

A molecular structure, C21H31ClN6O5S2V (ωB97M-V/def2-TZVPD, OMol25).

- Multiplicity: 4
- Energy above the lowest of the compared OMol25 structures with the same formula, charge and spin: 2.244 eV
- DFT total energy: -3724.122468 Ha
- HOMO energy (spin up / spin down): -5.823 / -6.944 eV
- <S²>: 3.780
- Gap between HOMO and LUMO (spin up / spin down): 5.879 / 6.898 eV

Each line ends with the Löwdin charge.
CARTESIAN COORDINATES (ANGSTROEM)
1 V 0.3285 0.2401 -1.2427  0.6795
2 Cl -3.5626 6.2032 -0.0599  0.6483
3 C -2.6742 4.7162 -0.0144  -0.6880
4 C -2.2928 4.1848 1.2213  -0.0975
5 C -1.5789 3.0131 1.2601  0.0003
6 C -1.2059 2.3140 0.0861  -0.3438
7 O -0.5210 1.2300 0.1809  -0.1443
8 C -1.6328 2.8685 -1.1723  -0.1366
9 C -1.3326 2.2295 -2.4045  -0.1442
10 O -0.6985 1.1636 -2.5650  -0.0972
11 C -2.3656 4.0719 -1.1822  -0.0643
12 H -2.5665 4.6971 2.1307  0.1040
13 H -1.2849 2.5864 2.2095  0.1153
14 H -1.6977 2.7386 -3.3108  0.1399
15 H -2.6850 4.4740 -2.1324  0.1131
16 C 2.2856 2.2554 -1.4976  -0.0227
17 N 3.1232 1.5575 -0.5484  -0.0756
18 C 4.2024 2.3598 -0.0114  -0.1345
19 C 4.7538 1.4644 1.0764  -0.1458
20 N 3.5931 0.6748 1.4569  -0.0774
21 C 3.9407 -0.3923 2.3726  -0.0602
22 C 2.7119 0.6142 0.3662  -0.2815
23 N 1.6573 -0.1138 0.2116  -0.0008
24 C 1.1321 -0.9085 1.2955  -0.1589
25 C 0.3246 -2.1316 0.8457  -0.1136
26 N -0.9684 -1.8080 0.2639  -0.0470
27 C -2.1452 -2.0002 0.8371  -0.2413
28 N -3.2782 -1.3836 0.4452  -0.0724
29 C -3.4516 -0.2419 -0.4124  -0.0547
30 C -4.4353 -1.8428 1.1829  -0.1025
31 C -3.8600 -2.9054 2.1121  -0.1128
32 N -2.4224 -2.8211 1.8984  -0.0698
33 C -1.6496 -3.9376 2.3938  -0.0412
34 H 2.9247 2.9375 -2.0601  0.1092
35 H 1.5088 2.8561 -0.9982  0.1072
36 H 1.8482 1.5594 -2.2144  0.0593
37 H 3.8168 3.3021 0.4089  0.1304
38 H 4.9355 2.5891 -0.7896  0.1292
39 H 5.1365 2.0099 1.9427  0.1249
40 H 5.5468 0.8145 0.6820  0.1326
41 H 4.8363 -0.0781 2.9096  0.0880
42 H 4.1653 -1.3321 1.8597  0.1066
43 H 3.1590 -0.5413 3.1187  0.0818
44 H 0.4960 -0.2596 1.9156  0.1317
45 H 1.9250 -1.3276 1.9092  0.0848
46 H 0.2014 -2.7734 1.7089  0.0907
47 H 0.9056 -2.6324 0.0638  0.1001
48 H -2.4901 0.2177 -0.6294  0.0482
49 H -4.0920 0.4882 0.0889  0.1027
50 H -3.9106 -0.5419 -1.3589  0.0834
51 H -5.1865 -2.2480 0.4985  0.1313
52 H -4.8804 -1.0109 1.7393  0.1265
53 H -4.2157 -3.9066 1.8453  0.1260
54 H -4.0849 -2.7233 3.1667  0.1267
55 H -2.3383 -4.6377 2.8648  0.0903
56 H -0.9389 -3.6146 3.1594  0.0903
57 H -1.1249 -4.4609 1.5943  0.1050
58 S -1.6671 -2.0147 -2.2532  0.6841
59 C -0.8335 -1.2590 -1.0526  -0.7887
60 C 1.5238 -2.5471 -4.1762  -0.1199
61 S 2.1413 -1.6422 -2.7319  0.4444
62 O 1.7830 -2.4562 -1.5808  -0.3592
63 O 3.5642 -1.4312 -2.8827  -0.3293
64 O 1.3977 -0.3630 -2.7599  -0.4439
65 H 1.6984 -3.5968 -3.9954  0.0582
66 H 2.0424 -2.2091 -5.0593  0.0556
67 H 0.4642 -2.3378 -4.2267  0.0198

Force components x, y, z for each atom (eV/Å):
V -0.133 0.208 -0.066
Cl -0.158 0.241 0.019
C -0.054 -0.042 -0.503
C 0.260 -0.436 -0.079
C -0.190 0.242 0.276
C -0.189 0.132 -0.303
O -0.559 1.145 0.806
C 0.149 -0.164 0.843
C -0.011 -0.232 -0.597
O -1.100 1.577 -1.086
C 0.007 0.029 0.176
H -0.005 0.054 0.081
H 0.061 -0.032 0.021
H 0.030 -0.094 0.067
H -0.047 0.122 -0.074
C -0.389 -0.136 0.210
N 0.390 0.076 0.015
C 0.168 0.076 0.175
C 0.145 0.162 -0.146
N -0.107 0.221 -0.334
C -0.214 -0.211 0.173
C 0.122 -0.068 0.622
N 1.467 0.051 0.584
C -0.264 -0.294 0.482
C 0.625 0.096 0.151
N -0.716 -0.348 0.841
C -0.240 -0.086 -0.046
N 0.156 -0.144 0.322
C 0.124 0.372 -0.254
C -0.108 -0.061 0.082
C -0.168 0.014 0.160
N 0.045 0.222 -0.192
C 0.303 -0.083 0.050
H -0.106 -0.124 -0.055
H 0.056 -0.041 -0.026
H 0.179 0.221 -0.155
H 0.028 -0.079 -0.068
H -0.076 0.012 0.110
H 0.001 -0.016 -0.142
H -0.019 0.038 0.031
H -0.041 -0.029 -0.047
H -0.034 -0.031 0.025
H 0.139 -0.088 -0.052
H 0.120 -0.127 0.048
H -0.121 0.019 0.045
H 0.041 0.051 0.001
H -0.237 -0.089 0.386
H -0.248 -0.039 0.037
H 0.002 -0.035 0.097
H 0.069 0.026 0.028
H 0.002 0.050 0.083
H 0.026 -0.033 -0.102
H 0.040 0.078 0.044
H -0.119 -0.036 -0.115
H 0.019 0.006 -0.052
H -0.002 -0.133 -0.073
H 0.019 0.000 0.006
S -0.280 -0.333 -0.396
C -0.499 -0.779 -0.604
C 0.221 0.628 0.794
S 1.008 -1.705 -0.453
O 0.172 -0.055 -0.427
O -0.113 0.081 -0.216
O 0.351 0.059 -0.991
H 0.107 -0.228 0.041
H 0.129 0.149 -0.223
H -0.237 -0.030 -0.059

=====

# C21H31MoN7O4Te

A molecular structure, C21H31MoN7O4Te (ωB97M-V/def2-TZVPD, OMol25).

- Multiplicity: 3
- Energy above the lowest of the compared OMol25 structures with the same formula, charge and spin: 0.000 eV
- DFT total energy: -1838.772258 Ha
- HOMO energy (spin up / spin down): -13.578 / -12.395 eV
- <S²>: 2.091
- Gap between HOMO and LUMO (spin up / spin down): 7.758 / 6.381 eV
- Total charge: +2

Each line ends with the Löwdin charge.
CARTESIAN COORDINATES (ANGSTROEM)
1 Mo 0.0913 0.1383 -0.0026  1.1112
2 C 4.9146 -2.4414 1.3377  0.0147
3 N 4.3358 -1.2482 0.7069  -0.0351
4 C 5.1191 -0.2916 0.1538  -0.0097
5 C 4.5832 0.7594 -0.4897  0.0272
6 C 3.1692 0.8268 -0.5901  -0.4624
7 O 2.7044 1.7880 -1.3114  -0.3185
8 N 2.3550 -0.0596 0.0495  0.0289
9 C 2.9482 -1.1514 0.6999  -0.4720
10 O 2.3055 -2.0348 1.2403  0.0377
11 H 5.9967 -2.3578 1.3041  0.0978
12 H 4.5993 -3.3341 0.8034  0.1028
13 H 4.5823 -2.5196 2.3680  0.1014
14 H 6.1873 -0.4295 0.2501  0.1467
15 H 5.1832 1.5288 -0.9483  0.1315
16 N -5.4406 -0.9215 -0.1220  0.1844
17 C -4.4772 0.1929 0.1157  -0.0330
18 C -3.0770 -0.4419 0.0125  -0.6107
19 O -3.0696 -1.6784 -0.1302  -0.0007
20 O -2.1222 0.3712 0.0952  -0.1683
21 H -5.9477 -0.8344 -0.9982  0.1718
22 H -6.1112 -1.0556 0.6284  0.1702
23 H -4.7446 -1.7277 -0.1785  0.1361
24 H -4.6172 0.6082 1.1087  0.1429
25 H -4.5975 0.9823 -0.6188  0.1412
26 C 0.4271 7.5781 0.5714  -0.0262
27 C 0.4604 6.1991 -0.0278  -0.2301
28 C 0.0751 5.0867 0.7099  0.0039
29 C 0.1081 3.8121 0.1658  -0.2913
30 C -0.3985 2.6791 1.0124  -0.0789
31 C 0.5597 3.6526 -1.1455  -0.4000
32 Te 0.6980 1.7287 -1.9892  1.5348
33 C 0.9752 4.7497 -1.9173  -0.2910
34 C 1.4855 4.6383 -3.3347  -0.0667
35 C 0.9070 6.0056 -1.3307  0.0103
36 H -0.1172 7.5928 1.5146  0.0823
37 H -0.0424 8.2877 -0.1110  0.0919
38 H 1.4428 7.9332 0.7602  0.0970
39 H -0.2650 5.2192 1.7326  0.1282
40 H -0.3377 2.9076 2.0729  0.1089
41 H 0.2472 1.7937 0.9024  -0.0204
42 H -1.4257 2.4340 0.7690  0.0772
43 H 0.6578 4.5562 -4.0423  0.0946
44 H 2.1384 3.7818 -3.4738  0.0484
45 H 2.0559 5.5260 -3.6007  0.0899
46 H 1.2303 6.8649 -1.9102  0.1342
47 C -2.6535 -5.4448 1.3428  -0.0665
48 C -1.7174 -5.7630 0.1782  -0.4006
49 C -2.2886 -5.2761 -1.1515  -0.0661
50 C -0.3079 -5.2227 0.4299  -0.0784
51 N -0.2441 -3.7500 0.4762  -0.0429
52 C -0.4053 -2.9226 1.5271  -0.0737
53 N -0.3174 -1.7028 1.0929  -0.0294
54 N -0.0673 -1.8263 -0.2225  -0.2145
55 N 0.0021 -3.0335 -0.6161  0.1820
56 H -3.6153 -5.9394 1.2008  0.0888
57 H -2.8464 -4.3673 1.4087  0.0655
58 H -2.2470 -5.7874 2.2994  0.0866
59 H -1.5860 -6.8457 0.1203  0.1456
60 H -2.4662 -4.1966 -1.1349  0.0574
61 H -3.2391 -5.7733 -1.3480  0.0881
62 H -1.6180 -5.4977 -1.9855  0.0876
63 H 0.3742 -5.5345 -0.3571  0.1377
64 H 0.0756 -5.5740 1.3852  0.1370
65 H -0.5850 -3.2379 2.5418  0.1628

Force components x, y, z for each atom (eV/Å):
Mo 0.043 2.107 -0.884
C -0.020 0.078 -0.019
N 0.068 0.103 0.002
C -0.019 -0.217 0.156
C -0.047 0.130 -0.059
C -0.166 -0.144 0.189
O -0.120 -0.135 -0.142
N 0.009 0.044 -0.092
C 0.017 -0.073 -0.033
O -0.054 0.212 -0.131
H 0.003 0.020 -0.012
H -0.016 0.010 -0.029
H -0.021 0.038 0.039
H -0.010 -0.030 0.000
H -0.019 -0.053 -0.011
N 0.226 -0.020 -0.024
C 0.124 0.191 0.010
C -0.060 -0.369 0.053
O 0.186 0.368 -0.012
O 0.315 -0.243 -0.054
H -0.039 0.004 -0.072
H -0.047 -0.025 0.084
H -0.155 -0.098 -0.013
H -0.062 0.023 0.041
H -0.070 0.006 -0.038
C 0.017 -0.049 -0.036
C 0.018 0.115 0.026
C -0.043 0.031 0.105
C 0.039 0.008 0.018
C -0.289 0.392 -0.125
C -0.111 -0.128 -0.218
Te 0.104 0.074 0.548
C 0.008 -0.014 -0.058
C -0.130 0.062 0.139
C 0.054 0.079 -0.026
H 0.018 -0.006 -0.029
H 0.011 -0.027 0.017
H -0.036 -0.017 -0.003
H 0.024 -0.005 -0.064
H 0.051 -0.001 0.058
H 0.699 0.325 0.483
H -0.095 -0.138 -0.018
H 0.005 -0.038 0.000
H 0.086 -0.104 -0.014
H -0.033 0.006 0.018
H -0.027 -0.042 0.040
C 0.011 -0.006 0.013
C -0.078 0.215 0.024
C 0.056 -0.015 -0.024
C -0.038 -0.037 -0.041
N 0.189 -0.274 0.060
C -0.250 -0.166 0.000
N -0.135 -0.698 0.054
N -0.111 -1.622 -0.138
N -0.228 0.134 0.260
H 0.039 0.039 0.005
H 0.003 -0.069 -0.011
H -0.029 0.023 -0.072
H 0.028 -0.037 0.041
H -0.014 -0.050 0.007
H 0.019 0.040 -0.003
H -0.043 0.011 0.057
H 0.058 0.078 -0.016
H 0.065 -0.002 0.042
H 0.023 -0.016 -0.064

=====

Q: Which of these has the lowest multiplicity?
A: C21H31ClN2O5SYb